DFT (ωB97M-V/def2-TZVPD) results for a structure of composition C15H63ClIInO16P at a distorted geometry.

E_LUMO ... 0.078 hartree
DFT total energy ... -84418.4915 eV
Maximum force ... 2.95 eV/Å
Frontier orbital gap ... 7.07 eV
Total charge ... -1
E_HOMO ... -0.1820 Ha

Element x y z (Å)
O1 0.048 2.190 2.040
P1 -1.169 3.308 1.427
I1 -0.504 3.832 -0.925
In1 -3.364 2.042 1.305
Cl1 -3.143 0.232 -0.392
H1 -0.006 1.417 1.399
H2 -3.569 1.222 2.925
H3 -4.820 3.083 1.099
C1 1.301 1.355 -4.211
O2 1.560 2.606 -3.600
H4 1.796 1.326 -5.185
H5 1.694 0.553 -3.582
H6 0.224 1.231 -4.348
H7 1.109 2.602 -2.739
C2 3.100 1.212 1.820
O3 2.463 1.084 0.562
H8 2.362 1.525 2.562
H9 3.525 0.250 2.114
H10 3.889 1.966 1.754
H11 3.143 0.806 -0.076
C3 -4.261 -3.544 -1.380
O4 -3.236 -2.580 -1.230
H12 -3.815 -4.492 -1.689
H13 -4.777 -3.680 -0.426
H14 -4.968 -3.210 -2.144
H15 -3.661 -1.750 -0.956
C4 0.422 5.809 4.443
O5 1.304 5.279 3.471
H16 0.885 6.685 4.903
H17 -0.515 6.104 3.963
H18 0.229 5.056 5.211
H19 0.866 4.504 3.080
C5 -0.719 -2.211 -4.097
O6 -1.486 -1.259 -3.383
H20 -0.083 -1.689 -4.815
H21 -0.093 -2.773 -3.399
H22 -1.387 -2.891 -4.632
H23 -2.041 -1.752 -2.754
C6 -4.110 -4.104 -6.591
O7 -3.084 -3.140 -6.441
H24 -3.663 -5.052 -6.900
H25 -4.625 -4.241 -5.637
H26 -4.816 -3.770 -7.355
H27 -3.510 -2.310 -6.167
C7 -0.623 -5.852 -3.814
O8 -2.026 -5.974 -3.960
H28 -0.209 -6.825 -3.541
H29 -0.185 -5.523 -4.759
H30 -0.400 -5.129 -3.025
H31 -2.366 -5.095 -4.202
C8 -4.896 -3.251 2.546
O9 -5.748 -3.691 1.504
H32 -4.223 -2.486 2.154
H33 -5.497 -2.827 3.354
H34 -4.309 -4.095 2.918
H35 -6.334 -4.370 1.881
C9 -5.936 0.006 4.504
O10 -4.839 -0.858 4.268
H36 -6.480 0.154 3.568
H37 -6.603 -0.445 5.243
H38 -5.570 0.969 4.867
H39 -4.376 -0.971 5.116
C10 3.508 2.654 5.635
O11 3.282 4.004 5.998
H40 3.949 2.127 6.484
H41 2.558 2.183 5.371
H42 4.195 2.614 4.787
H43 2.890 4.446 5.226
C11 -5.939 -6.520 -3.208
O12 -5.017 -5.965 -4.128
H44 -6.952 -6.386 -3.595
H45 -5.736 -7.587 -3.087
H46 -5.847 -6.009 -2.246
H47 -4.128 -6.099 -3.759
C12 -1.154 7.974 7.397
O13 -0.057 7.111 7.161
H48 -1.697 8.123 6.461
H49 -1.821 7.524 8.136
H50 -0.788 8.938 7.760
H51 0.406 6.998 8.008
C13 4.846 4.059 -0.785
O14 5.943 3.196 -1.022
H52 4.303 4.208 -1.721
H53 4.179 3.609 -0.046
H54 5.212 5.023 -0.422
H55 6.406 3.083 -0.174
C14 7.293 -0.044 -0.270
O15 5.890 -0.166 -0.416
H56 7.708 -1.018 0.003
H57 7.732 0.284 -1.215
H58 7.517 0.679 0.519
H59 5.551 0.712 -0.658
C15 9.759 -1.404 -3.255
O16 9.533 -0.055 -2.892
H60 10.200 -1.931 -2.406
H61 8.809 -1.875 -3.520
H62 10.447 -1.444 -4.103
H63 9.142 0.388 -3.665

Here are the Löwdin charges for atoms 1 to 2, given in e: -0.56, 0.20